1.
C15H16AuBN10S2 | the ωB97M-V functional and the def2-TZVPD basis

Summary:
E_LUMO (spin up / spin down)	-0.2580 / -0.3574	hartree
energy relative to the best compared isomer or geometry (same formula, charge and spin)	0.0	kcal/mol
spin multiplicity	3
total charge	+2

Geometry as XYZ:
```
45
Properties=species:S:1:pos:R:3:lowdin_spin:R:1
Au -0.28 -0.43 0.31 0.5947
C 0.91 3.49 2.09 0.0030
C -0.03 2.48 1.93 0.0075
N 0.38 1.61 1.00 0.1054
N 1.59 2.04 0.56 0.0035
C 1.92 3.17 1.20 0.0003
B 2.42 1.21 -0.47 -0.0002
N 2.69 -0.19 0.18 0.0062
C 3.89 -0.73 0.43 -0.0004
C 3.72 -1.89 1.17 0.0027
C 2.35 -1.99 1.34 0.0084
N 1.74 -0.96 0.76 0.1034
N 1.63 1.06 -1.79 0.0001
C 1.97 1.44 -3.03 0.0001
C 0.97 1.05 -3.90 0.0003
C 0.03 0.41 -3.07 0.0012
N 0.44 0.42 -1.80 0.0135
H 0.88 4.33 2.77 0.0008
H -0.97 2.32 2.45 -0.0002
H 2.86 3.67 1.00 0.0003
H 3.46 1.76 -0.68 -0.0002
H 4.80 -0.26 0.08 0.0003
H 4.49 -2.55 1.54 0.0008
H 1.79 -2.71 1.92 0.0003
H 2.90 1.95 -3.22 0.0000
H 0.93 1.19 -4.96 0.0001
H -0.90 -0.06 -3.34 -0.0001
N -2.15 2.38 -0.87 0.0786
C -2.87 1.37 -0.45 0.0400
N -2.37 0.23 -0.02 0.0481
C -3.34 -0.66 0.32 0.0621
C -4.64 -0.18 0.18 0.2606
S -4.63 1.41 -0.40 0.1216
C -2.94 -1.97 0.69 0.0502
C -3.78 -3.01 1.09 0.2306
S -2.89 -4.42 1.36 0.1064
C -1.41 -3.55 0.93 0.0370
N -1.61 -2.29 0.62 0.0363
N -0.24 -4.16 0.90 0.0596
H -1.13 2.27 -0.89 0.0007
H -2.56 3.24 -1.20 0.0008
H -5.58 -0.69 0.37 0.0077
H -4.85 -2.99 1.23 0.0067
H -0.15 -5.14 1.10 0.0004
H 0.57 -3.66 0.56 0.0009
```

2.
C22H15N2O7Pb | the ωB97M-V functional and the def2-TZVPD basis

Summary:
E_LUMO	0.0984	hartree
total charge	-1

Geometry as XYZ:
```
47
Properties=species:S:1:pos:R:3:lowdin_charge:R:1
Pb 1.52 0.47 -2.36 1.4879
O 4.94 -0.22 2.13 0.0237
C 5.30 -1.30 1.39 -0.2755
C 6.38 -2.06 1.79 -0.0310
C 6.72 -3.20 1.07 -0.0930
C 6.02 -3.53 -0.09 -0.1053
C 4.91 -2.79 -0.42 -0.0420
C 4.51 -1.70 0.31 -0.0852
C 3.38 -0.88 -0.18 -0.4926
O 2.81 -1.29 -1.22 -0.1992
N 3.01 0.16 0.55 0.0208
N 2.02 0.92 -0.02 -0.0867
C 1.18 1.48 0.77 -0.1020
C 0.12 2.38 0.49 -0.1632
C -0.76 2.68 1.56 -0.0595
C -1.91 3.43 1.40 -0.1236
C -2.14 3.97 0.16 -0.1448
C -1.40 3.71 -0.93 -0.0208
C -0.22 2.86 -0.82 -0.3721
O 0.48 2.57 -1.86 -0.2714
H 4.15 0.19 1.68 0.0439
H 6.86 -1.81 2.72 0.1053
H 7.65 -3.71 1.34 0.0948
H 6.34 -4.37 -0.64 0.0765
H 4.40 -3.06 -1.33 0.1130
H 1.40 1.38 1.83 0.1279
H -0.57 2.10 2.44 0.0943
H -2.57 3.60 2.24 0.0879
H -3.03 4.57 0.05 0.0940
H -1.64 4.08 -1.95 0.1234
O -1.44 0.31 -3.08 -0.0346
C -1.34 -0.06 -1.89 -0.6178
O -0.27 -0.23 -1.18 -0.2157
C -2.60 -0.43 -1.17 -0.1117
C -2.59 -0.72 0.18 -0.0079
C -3.77 -1.01 0.87 0.0098
C -4.89 -0.97 0.14 -0.1833
O -6.23 -1.04 0.63 -0.0064
C -7.05 -0.99 -0.53 -0.2267
O -6.30 -0.45 -1.53 0.0082
C -4.94 -0.61 -1.20 -0.1744
C -3.82 -0.32 -1.92 0.0894
H -1.68 -0.60 0.70 0.1089
H -3.78 -1.20 1.92 0.1157
H -7.92 -0.32 -0.26 0.1488
H -7.36 -2.02 -0.82 0.1375
H -3.87 0.03 -2.95 0.1352
```

3.
C2H2N2O2S | the ωB97M-V functional and the def2-TZVPD basis

Summary:
structure (SMILES)	On1oncc1=S
E_LUMO	-0.0251	hartree
energy relative to the best compared isomer or geometry (same formula, charge and spin)	101.9	kcal/mol

Geometry as XYZ:
```
9
Properties=species:S:1:pos:R:3:lowdin_charge:R:1
C -0.18 1.56 0.00 -0.0932
C -0.49 0.13 -0.16 -0.8048
H 0.38 -1.93 0.78 0.1058
H -0.94 2.32 0.05 0.1211
N 0.77 -0.38 -0.20 -0.1909
N 1.09 1.76 0.22 0.1162
O 1.03 -1.68 0.10 0.0703
O 1.71 0.53 0.20 0.0018
S -1.90 -0.69 -0.15 0.6736
```

| no. | M (g mol⁻¹) | electronic energy (hartree) |
| --- | --- | --- |
| 1 | 608.3 | -2085.1884 |
| 2 | 626.6 | -1676.5305 |
| 3 | 118.1 | -735.4249 |